# 1
{
  "formula": "C2H4N2O2S",
  "method": "wB97M-V/def2-TZVPD",
  "e_above_lowest_ev": 3.488,
  "charge": 0,
  "lumo_ev": -0.52,
  "smiles": "NNC(=O)C(=O)S",
  "homo_ev": -9.32,
  "gap_ev": 8.80,
  "energy_ev": -20045.9946,
  "symbols": ["O", "N", "S", "C", "C", "H", "H", "N", "H", "O", "H"],
  "xyz": [[-0.0747, -1.6624, 0.7587], [0.9217, 0.2126, 1.6890], [-1.4123, -0.6213, -1.4413], [0.2282, -0.5241, 0.7544], [-0.1371, 0.2670, -0.5036], [1.1370, -0.4099, 2.4114], [1.6920, 1.1717, 0.0840], [1.7958, 1.2316, 1.3297], [1.4594, 2.2690, 1.8984], [0.0965, 1.4057, -0.9436], [-1.4347, 0.3979, -2.4905]],
  "forces_ev_per_a": [[-0.8, -2.5, 0.9], [-2.1, -1.2, -1.3], [0.6, 1.2, -1.2], [1.8, 3.8, -0.6], [-2.4, 2.4, -3.1], [1.1, -0.5, 1.7], [0.5, 1.7, 5.1], [-0.5, 2.8, -2.1], [0.9, -3.8, -3.0], [0.9, -2.2, 1.8], [0.0, -1.6, 1.8]]
}

# 2
{
  "formula": "C4H8O2",
  "method": "wB97M-V/def2-TZVPD",
  "e_above_lowest_ev": 2.671,
  "charge": 0,
  "lumo_ev": 1.01,
  "smiles": "COC1COC1",
  "homo_ev": -9.84,
  "gap_ev": 10.86,
  "energy_ev": -8370.6104,
  "symbols": ["C", "O", "O", "H", "H", "H", "H", "C", "H", "C", "H", "H", "C", "H"],
  "xyz": [[-0.2049, 0.4497, -0.5448], [0.8936, 0.8213, 0.2543], [-1.9184, -0.5045, 0.3141], [2.5801, 0.3894, 1.2263], [1.5032, -1.0074, 1.0469], [-0.0621, 0.8137, -1.5713], [2.4611, -0.4322, -0.3510], [-1.4966, 0.8608, 0.1703], [-2.2185, 1.4632, -0.3919], [1.8975, -0.1172, 0.5391], [-1.2742, 1.3325, 1.1333], [-0.2270, -1.7431, 0.0596], [-0.8048, -0.9679, -0.4552], [-1.1291, -1.3583, -1.4298]],
  "forces_ev_per_a": [[-0.1, 0.0, -0.1], [0.0, 0.1, 0.1], [-0.1, -0.1, 0.1], [0.0, -0.1, -0.1], [0.1, 0.1, -0.1], [0.0, 0.0, 0.2], [-0.1, 0.0, 0.0], [-0.1, 0.4, 0.0], [0.1, -0.1, 0.0], [0.2, -0.2, 0.1], [-0.1, 0.0, -0.1], [-0.1, 0.1, 0.0], [0.2, -0.3, -0.1], [0.1, 0.1, 0.1]]
}

# 3
{
  "formula": "C13H28Br3Cl3F3KMg2NO14P3S3",
  "method": "wB97M-V/def2-TZVPD",
  "e_above_lowest_ev": 0.000,
  "charge": 0,
  "lumo_ev": -3.50,
  "homo_ev": -6.25,
  "gap_ev": 2.74,
  "energy_ev": -387513.0992,
  "symbols": ["H", "C", "O", "F", "O", "Cl", "C", "H", "H", "H", "H", "P", "F", "C", "H", "H", "Br", "K", "C", "Cl", "Cl", "H", "S", "H", "H", "O", "C", "H", "C", "H", "H", "O", "P", "H", "Br", "O", "H", "Mg", "O", "Br", "O", "H", "H", "C", "H", "O", "H", "F", "H", "Mg", "H", "N", "H", "C", "H", "H", "S", "C", "H", "P", "C", "H", "C", "H", "O", "O", "S", "C", "H", "O", "O", "O", "C", "O"],
  "xyz": [[-4.6795, -2.5164, 2.5410], [8.0024, 2.3239, -1.8750], [2.4387, -2.2855, 4.1846], [-4.4361, 5.4460, -3.4341], [4.4292, -1.0139, 3.3339], [0.6363, -2.7334, -2.0423], [-1.4238, -2.0193, 0.7658], [5.1579, 1.5131, -2.0083], [-1.8403, -2.0845, -1.3242], [-9.4621, 1.9158, -1.9206], [1.0179, -3.3541, 2.0307], [3.1885, -0.9569, 4.2157], [-3.9102, 4.2236, -5.1324], [1.0833, -2.6440, 1.2012], [-1.2402, -3.0339, 6.6443], [-5.0502, -2.8722, -0.3377], [-3.3659, -2.9114, 5.3815], [-6.4724, -0.9137, -1.1466], [-3.3349, -0.8801, -0.5320], [-0.8573, 2.1522, -0.4830], [8.7005, 4.7006, -3.6001], [-2.7693, 1.0819, 1.1376], [-4.3661, -2.2000, -1.3503], [1.1828, -0.0262, 2.0259], [-3.7287, -0.7606, 0.4772], [2.4210, -2.0623, 1.3466], [-1.4488, -2.9216, 5.5907], [-1.2222, -0.5297, -0.9012], [1.3780, 0.0226, -0.0486], [-0.2593, -1.6143, 2.4539], [8.9535, 1.8051, -2.0128], [3.7630, -0.1763, 0.8335], [-0.6738, 1.2970, 1.4656], [1.7459, 1.0473, -0.0048], [-0.6594, -1.2617, 5.0279], [-0.0355, -4.8614, -0.1211], [7.3867, -0.0150, -0.5418], [4.4640, -0.6733, -2.1856], [-6.5121, 3.3165, -3.9079], [-0.6411, -4.4230, 4.6845], [2.2504, 0.1417, 3.7070], [-9.5876, 3.4661, -1.3216], [-1.5275, -3.0904, 0.6180], [-4.0533, 4.2196, -3.8045], [6.0058, -0.0217, -2.5169], [7.0214, 1.7108, -2.7555], [8.1385, 3.3947, -2.1706], [-2.8414, 3.9946, -3.2678], [-9.0629, 2.2313, -0.3291], [0.6279, 0.6905, -2.8720], [5.9283, 0.6855, 0.1684], [-9.0493, 2.5975, -1.2824], [-0.7308, -4.6795, -0.7714], [-1.8662, -1.3302, -0.5447], [8.2467, 2.1156, 0.2898], [-8.0718, 2.7938, -1.5690], [2.7924, -1.0145, 0.2505], [7.4646, 2.1409, -0.4637], [0.9086, -0.1188, -1.0370], [1.1906, -3.7875, -0.2964], [6.6981, 0.8321, -0.5909], [6.7769, 2.9530, -0.2156], [-0.0765, -1.6156, 1.3939], [-3.4634, 0.0030, -1.1594], [-5.2786, -2.6011, 1.7947], [-4.7098, 1.6911, -3.7274], [-5.2645, 2.9468, -3.2665], [0.4716, -0.1571, 1.1861], [-2.1999, -1.7931, 1.4932], [-2.1684, 0.7091, 1.8022], [-5.3121, 3.0609, -1.8114], [3.4037, -1.5819, -0.9921], [6.1390, 0.9748, -2.0090], [3.6397, -0.6628, 5.6394]],
  "forces_ev_per_a": [[0.0, 0.0, 0.0], [0.6, 0.4, 0.7], [0.1, -0.2, -0.6], [-0.1, -0.2, 0.1], [0.3, -0.5, 0.6], [-0.2, 0.0, 0.4], [-0.3, 0.6, -0.3], [-0.3, -0.3, 0.0], [0.3, 0.1, -0.3], [0.0, 0.1, -0.1], [0.2, -0.1, 0.0], [-0.7, 0.3, -0.1], [-0.1, -0.2, 0.1], [-1.7, -0.1, -0.5], [0.0, 0.0, 0.0], [1.0, 0.7, 0.6], [0.1, 0.0, -0.1], [-2.5, 1.7, 0.7], [-0.2, -0.8, -0.1], [-0.2, -0.5, -0.2], [0.1, 0.4, -0.3], [-0.3, -0.2, 0.3], [2.4, -2.0, -0.5], [-0.3, 0.3, 0.2], [-0.1, 0.0, 0.0], [-0.5, 0.2, -1.8], [-0.1, 0.1, -0.1], [0.1, 0.2, 0.3], [-1.4, -0.2, 0.5], [0.0, -0.2, 0.5], [0.0, 0.0, -0.1], [0.6, 0.9, 0.4], [0.6, 0.9, 1.3], [0.6, -0.1, -0.2], [0.0, 0.0, 0.2], [0.1, 1.0, -0.3], [0.0, 0.0, -0.1], [-0.8, 0.6, -0.2], [-0.3, 0.2, 0.1], [-0.1, 0.1, 0.0], [-0.2, -0.2, 0.2], [0.1, 0.0, 0.0], [0.3, -0.1, 0.2], [0.4, 0.5, -0.2], [1.1, -0.5, -0.7], [-0.4, -0.3, -0.2], [-0.1, -0.7, -0.2], [-0.2, -0.1, 0.0], [0.0, 0.1, 0.0], [0.3, 0.4, -1.1], [0.0, 0.0, 0.0], [0.4, 0.1, -0.1], [-0.2, -0.2, 0.3], [-0.4, -0.7, -0.2], [0.0, -0.1, 0.0], [0.1, 0.1, -0.2], [1.8, 1.4, 1.3], [-0.3, 0.1, -0.4], [0.3, -0.7, 1.0], [1.1, -1.3, 0.0], [-0.2, -0.6, 0.4], [0.0, 0.0, 0.0], [0.5, 0.6, 0.0], [-0.1, 0.1, 0.1], [-0.3, 0.5, -1.2], [0.2, 0.1, 0.1], [-0.4, -0.9, 0.1], [-0.3, -1.3, -0.6], [0.1, 0.0, 0.2], [0.6, 0.1, -1.0], [-0.2, 0.1, 0.2], [-1.6, -1.4, 0.2], [0.3, 1.5, 0.6], [0.4, 0.4, -0.2]]
}